<i>
Computed, not measured: a cluster of 2 separate species, C2H6O2S in total, with ωB97M-V/def2-TZVPD.

Element x y z (Å)
C1 -2.21 0.58 -1.04
S1 -0.59 1.37 -1.28
H1 -2.31 -0.50 -1.03
H2 -2.55 0.95 -0.07
H3 -2.95 0.93 -1.76
H4 -0.70 2.49 -0.56
O1 2.05 -1.68 2.01
C2 1.44 -1.51 1.01
O2 0.39 -0.59 0.89
H5 1.56 -2.11 0.10
H6 0.85 0.00 0.25

Values from the calculation:
Multiplicity ... 1
Gap between HOMO and LUMO ... 10.09 eV
SMILES string ... O=CO.CS
Net charge ... 0
E_HOMO ... -9.461 eV

---

<ii>
Computed, not measured: an isolated molecule of C2H6O2S, with ωB97M-V/def2-TZVPD.

Element x y z (Å)
C1 -0.43 -1.25 0.92
C2 -0.16 1.46 0.01
O1 -2.44 0.29 0.63
O2 -1.39 -0.52 -1.39
S1 -1.24 0.02 -0.07
H1 -0.65 -2.23 0.54
H2 0.61 -1.03 0.65
H3 -0.68 -1.04 2.02
H4 0.41 1.28 0.94
H5 0.49 1.15 -0.81
H6 -0.52 2.46 -0.10

Values from the calculation:
Multiplicity ... 1
Gap between HOMO and LUMO ... 11.26 eV
SMILES string ... CS(C)(=O)=O
Net charge ... 0
E_HOMO ... -10.617 eV

---

Which of them is the least stable? Correct choice: <ii>.

---

<i>
Computed, not measured: an isolated molecule of CH4O3, with ωB97M-V/def2-TZVPD.

Element x y z (Å)
C1 -0.19 -0.19 -0.09
O1 0.18 -0.73 1.16
O2 -0.61 1.09 0.16
O3 0.82 -0.40 -1.01
H1 -1.08 -0.81 -0.60
H2 0.21 0.18 1.66
H3 -1.00 1.39 -0.66
H4 1.66 -0.53 -0.61

Values from the calculation:
Multiplicity ... 1
Gap between HOMO and LUMO ... 11.61 eV
SMILES string ... OC(O)O
Net charge ... 0
E_HOMO ... -10.876 eV

---

<ii>
Computed, not measured: a structure of composition CH4O3, with ωB97M-V/def2-TZVPD.

Element x y z (Å)
O1 0.89 -1.16 0.95
H1 0.50 -0.32 0.59
H2 0.59 -1.85 0.28
H3 1.93 -1.58 1.52
O2 -0.69 0.99 0.35
C1 -1.00 1.23 -0.82
O3 -1.59 2.19 -1.28
H4 -0.63 0.49 -1.59

Values from the calculation:
Multiplicity ... 1
Gap between HOMO and LUMO ... 5.45 eV
Net charge ... 0
E_HOMO ... -8.147 eV

---

Which of them is the least stable? Correct choice: <ii>.

---

<i>
Computed, not measured: a cluster of 2 separate species, CH4O3 in total, with ωB97M-V/def2-TZVPD.

Element x y z (Å)
O1 -0.68 -2.19 0.67
C1 0.38 -1.75 0.38
O2 0.84 -0.56 0.85
H1 1.15 -2.32 -0.17
H2 1.64 -0.66 1.34
H3 -1.33 3.01 -0.52
H4 -1.28 1.89 -1.43
O3 -0.71 2.59 -1.11

Values from the calculation:
Multiplicity ... 1
Gap between HOMO and LUMO ... 11.71 eV
SMILES string ... O=CO.O
Net charge ... 0
E_HOMO ... -11.038 eV

---

<ii>
Computed, not measured: an isolated molecule of CH4O3, with ωB97M-V/def2-TZVPD.

Element x y z (Å)
C1 0.49 0.39 -0.06
O1 1.54 -0.65 0.24
O2 -1.45 -0.62 -0.03
O3 -0.67 0.30 0.63
H1 0.97 1.35 0.30
H2 0.22 0.54 -1.19
H3 0.97 -1.35 0.53
H4 -2.07 0.04 -0.41

Values from the calculation:
Multiplicity ... 1
Gap between HOMO and LUMO ... 11.56 eV
SMILES string ... OCOO
Net charge ... 0
E_HOMO ... -10.824 eV

---

<iii>
Computed, not measured: a cluster of 2 separate species, CH4O3 in total, with ωB97M-V/def2-TZVPD.

Element x y z (Å)
O1 1.58 -0.31 -0.40
H1 -0.07 -0.89 0.55
H2 2.42 -0.74 -0.21
H3 1.77 0.62 -0.52
O2 -1.02 -0.72 0.70
C1 -1.42 0.37 0.12
O3 -0.74 1.24 -0.34
H4 -2.52 0.43 0.12

Values from the calculation:
Multiplicity ... 1
Gap between HOMO and LUMO ... 11.10 eV
SMILES string ... O=CO.O
Net charge ... 0
E_HOMO ... -10.497 eV

---

Which of them is the least stable? Correct choice: <ii>.

---

<i>
Computed, not measured: a cluster of 3 separate species, C4H14NO3 in total, with ωB97M-V/def2-TZVPD.

Element x y z (Å)
C1 0.37 2.42 -0.93
C2 0.87 1.01 -0.61
C3 -0.20 -0.06 -1.21
C4 0.26 -1.55 -0.95
O1 1.12 -1.70 -0.04
N1 0.61 0.82 0.86
H1 -0.17 2.45 -1.85
H2 1.28 3.15 -1.09
H3 -0.13 2.88 -0.08
H4 1.87 0.76 -0.85
H5 -0.38 0.11 -2.28
H6 -1.18 0.09 -0.87
H7 -0.06 -2.33 -1.53
H8 -0.15 1.36 1.38
H9 1.45 1.42 1.28
H10 0.78 -0.10 1.17
H11 -0.40 -1.42 3.52
H12 0.95 -0.96 3.29
O2 0.09 -0.60 3.24
H13 -3.03 -2.21 -0.95
H14 -1.86 -3.21 -0.55
O3 -2.07 -2.33 -0.95

Values from the calculation:
Multiplicity ... 1
Gap between HOMO and LUMO ... 10.84 eV
Net charge ... +1
E_HOMO ... -13.892 eV

---

<ii>
Computed, not measured: a cluster of 4 separate species, C4H14NO3 in total, with ωB97M-V/def2-TZVPD.

Element x y z (Å)
C1 -1.12 -3.01 -0.30
C2 -1.24 -1.56 0.01
C3 -0.25 -0.78 0.44
N1 -0.49 0.61 0.53
C4 0.36 1.50 0.85
H1 -1.53 -3.63 0.49
H2 -0.07 -3.28 -0.41
H3 -1.63 -3.21 -1.24
H4 -2.22 -1.09 -0.10
H5 0.74 -1.15 0.64
H6 -1.48 0.90 0.43
H7 -0.03 2.51 0.88
H8 1.38 1.24 1.13
H9 -3.21 2.13 1.26
H10 -3.96 1.51 0.10
O1 -3.06 1.68 0.42
H11 2.85 0.30 -0.37
H12 3.68 -0.64 0.55
O2 2.84 -0.18 0.47
H13 2.27 2.56 -1.70
H14 3.41 1.85 -2.39
O3 2.75 1.73 -1.69

Values from the calculation:
Multiplicity ... 1
Gap between HOMO and LUMO ... 9.38 eV
Net charge ... +1
E_HOMO ... -13.569 eV

---

Which of them is the least stable? Correct choice: <i>.

---

<i>
Computed, not measured: the ion C3H6NOS with charge -1, with ωB97M-V/def2-TZVPD.

Element x y z (Å)
C1 0.17 -1.31 0.29
C2 0.37 -0.29 1.45
S1 0.64 1.49 1.12
C3 -0.37 -0.74 -1.00
N1 -1.42 0.15 -0.83
O1 0.11 -0.93 -2.10
H1 -0.49 -2.07 0.66
H2 1.15 -1.71 0.02
H3 1.24 -0.61 2.02
H4 -0.48 -0.38 2.10
H5 -1.30 0.92 -1.48
H6 -1.34 0.66 0.04

Values from the calculation:
Multiplicity ... 1
Gap between HOMO and LUMO ... 6.96 eV
SMILES string ... NC(=O)CC[S-]
Net charge ... -1
E_HOMO ... -2.785 eV

---

<ii>
Computed, not measured: the ion C3H6NOS with charge -1, with ωB97M-V/def2-TZVPD.

Element x y z (Å)
C1 0.15 -1.05 -0.53
C2 1.48 -0.16 -0.29
S1 0.88 1.43 -0.93
C3 -0.90 -0.70 0.56
N1 -0.85 0.37 1.29
O1 -1.83 -1.50 0.79
H1 0.41 -2.13 -0.30
H2 -0.33 -1.01 -1.48
H3 2.40 -0.48 -0.76
H4 1.77 -0.19 0.75
H5 -1.68 0.52 1.85
H6 -0.51 1.26 0.96

Values from the calculation:
Multiplicity ... 1
Gap between HOMO and LUMO ... 6.72 eV
SMILES string ... NC(=O)CC[S-]
Net charge ... -1
E_HOMO ... -2.597 eV

---

Which of them is the least stable? Correct choice: <ii>.